[1]
# C59H45F9N6PRuS2Sb

A structure of composition C59H45F9N6PRuS2Sb at a distorted geometry (wB97M-V/def2-TZVPD, the OMol25 dataset).

The geometry in XYZ format:
```
124
Properties=species:S:1:pos:R:3:forces:R:3:mulliken_spin:R:1
Ru 0.260 0.499 0.163 -2.648 -1.387 1.037 1.10
C -3.966 -0.295 -1.421 0.176 -0.160 0.145 -0.01
C -2.513 -0.102 -1.104 -0.672 -0.287 3.778 -0.04
N -2.018 -0.080 0.141 0.374 0.614 -2.774 -0.03
N -2.789 -0.402 1.206 -1.557 0.555 -0.491 0.01
C -2.252 -0.885 2.327 2.554 -0.503 0.966 -0.01
N -2.987 -0.981 3.440 -0.402 0.013 -0.489 0.01
S -0.584 -1.330 2.341 -0.973 1.339 -0.066 0.03
C -1.569 0.021 -2.151 2.101 0.392 -2.273 0.02
C -1.924 -0.126 -3.517 -0.289 0.058 1.584 0.00
C -0.978 -0.020 -4.499 1.157 0.158 -0.116 0.01
C 0.350 0.248 -4.136 -0.992 -0.086 -0.212 -0.01
C 0.645 0.385 -2.797 0.408 0.098 -0.054 0.00
N -0.254 0.256 -1.823 -1.057 -0.380 -0.070 -0.11
H -4.611 -0.230 -0.549 -0.002 0.010 -0.057 0.00
H -4.129 -1.271 -1.879 0.007 -0.074 -0.014 0.00
H -4.299 0.464 -2.128 0.014 0.033 -0.020 0.00
H -3.798 -0.248 1.151 0.413 -0.016 -0.022 0.00
H -3.983 -0.823 3.445 -0.028 -0.058 0.013 0.00
H -2.579 -1.369 4.274 0.081 -0.070 -0.047 0.00
H -2.949 -0.334 -3.772 -0.146 0.023 -0.059 0.00
H -1.246 -0.130 -5.539 -0.046 -0.026 -0.093 0.00
H 1.119 0.357 -4.880 0.155 0.030 -0.084 0.00
H 1.663 0.620 -2.495 -0.187 -0.114 0.023 -0.02
C 4.079 -1.441 -1.011 0.116 0.136 0.220 0.00
C 2.714 -1.176 -0.896 -0.023 -0.175 -0.260 0.01
N 2.220 -0.342 0.005 0.130 1.027 -0.016 -0.01
C 3.073 0.253 0.875 0.914 -0.108 0.062 -0.01
C 4.475 0.075 0.803 -0.753 0.004 -0.004 -0.01
C 4.968 -0.805 -0.174 -0.347 -0.027 -0.094 0.01
C 5.313 0.784 1.711 -0.032 0.262 0.387 0.00
C 4.783 1.545 2.701 0.301 -0.246 -0.256 0.00
C 3.372 1.664 2.863 -0.462 -0.378 -0.401 0.00
C 2.779 2.351 3.933 -0.433 -0.153 -0.210 0.00
C 1.404 2.399 4.002 0.414 -0.002 0.075 0.00
C 0.642 1.813 2.994 -0.217 -0.103 0.008 0.00
N 1.169 1.172 1.962 -0.011 0.129 -0.120 0.01
C 2.518 1.056 1.914 0.409 0.274 0.436 0.05
H 4.426 -2.124 -1.768 -0.019 -0.116 -0.065 0.00
H 2.005 -1.665 -1.552 -0.070 0.041 0.065 0.00
H 6.029 -0.985 -0.246 0.157 0.003 -0.054 0.00
H 6.383 0.694 1.593 0.119 -0.001 0.061 0.00
H 5.419 2.071 3.396 0.127 0.042 0.076 0.00
H 3.400 2.806 4.687 0.065 0.124 0.113 0.00
H 0.909 2.894 4.818 -0.118 0.073 0.112 0.00
H -0.436 1.867 3.035 0.034 -0.001 -0.017 -0.01
S -0.460 -2.508 -0.187 0.279 -1.311 -0.530 -0.05
Sb -0.243 -4.862 -0.012 -0.238 0.918 -0.247 0.02
C -1.036 -5.455 -1.932 0.422 0.031 0.999 0.02
C -1.413 -4.472 -2.834 0.001 0.159 0.035 -0.01
C -1.922 -4.851 -4.065 0.015 0.033 0.026 0.00
C -2.052 -6.193 -4.381 -0.002 -0.072 0.001 0.00
C -1.671 -7.164 -3.469 0.005 -0.103 0.014 0.00
C -1.155 -6.799 -2.235 -0.030 -0.151 -0.091 0.00
C -1.511 -5.384 1.651 0.718 0.023 -0.914 -0.01
C -2.679 -6.095 1.435 -0.041 -0.085 -0.066 0.00
C -3.488 -6.396 2.521 -0.082 0.006 -0.057 0.00
C -3.128 -5.985 3.795 -0.049 0.007 -0.007 0.00
C -1.958 -5.268 3.993 0.069 0.093 0.028 0.00
C -1.139 -4.962 2.918 0.141 0.078 0.081 0.00
C 1.827 -5.370 0.315 -1.108 0.054 -0.190 0.01
C 2.745 -4.990 -0.651 -0.006 0.085 -0.101 0.00
C 4.081 -5.307 -0.468 -0.024 0.064 -0.071 0.00
C 4.482 -5.998 0.664 -0.013 -0.013 0.058 0.00
C 3.550 -6.383 1.615 0.022 -0.013 0.082 0.00
C 2.209 -6.071 1.445 -0.046 -0.072 0.078 0.00
H -1.312 -3.423 -2.580 0.026 -0.038 0.046 0.00
H -2.215 -4.095 -4.778 -0.038 0.049 -0.094 0.00
H -2.450 -6.486 -5.341 -0.040 -0.036 -0.090 0.00
H -1.772 -8.210 -3.715 -0.013 -0.107 -0.048 0.00
H -0.851 -7.561 -1.529 0.009 -0.094 0.010 0.00
H -2.960 -6.418 0.441 -0.022 -0.030 -0.021 0.00
H -4.398 -6.955 2.368 -0.075 -0.060 0.001 0.00
H -3.761 -6.223 4.635 -0.037 -0.047 0.067 0.00
H -1.674 -4.952 4.986 0.022 -0.007 0.108 0.00
H -0.224 -4.401 3.069 0.003 -0.027 0.051 0.00
H 2.420 -4.469 -1.544 0.023 0.009 -0.047 0.00
H 4.806 -5.029 -1.218 0.081 0.004 -0.083 0.00
H 5.523 -6.247 0.802 0.086 -0.043 0.002 0.00
H 3.862 -6.937 2.487 0.041 -0.044 0.077 0.00
H 1.481 -6.388 2.180 -0.006 -0.020 0.043 0.00
F -2.714 4.577 -6.301 -0.179 -0.114 0.106 0.00
C -1.616 5.111 -5.763 0.023 0.057 -0.162 0.00
F -0.594 4.824 -6.582 0.147 -0.059 0.063 0.00
F -1.762 6.437 -5.757 -0.001 0.055 0.137 0.00
C -1.344 4.578 -4.370 0.015 0.003 -0.022 0.00
C -0.141 4.913 -3.761 -0.194 -0.054 -0.103 0.00
C 0.157 4.416 -2.505 0.011 -0.001 0.055 0.01
C -0.756 3.593 -1.849 -0.063 -0.471 0.053 -0.02
C -1.973 3.284 -2.457 0.182 0.035 0.012 0.00
C -2.268 3.774 -3.716 0.047 0.078 -0.112 0.01
P -0.425 2.894 -0.198 1.106 0.422 0.384 0.00
C -1.694 3.664 0.860 -0.045 -0.686 -0.016 0.00
C -2.376 2.834 1.747 0.082 -0.005 -0.122 0.01
C -3.332 3.344 2.605 -0.041 0.203 0.047 0.00
C -3.607 4.705 2.572 -0.007 -0.169 0.049 0.00
C -2.951 5.538 1.673 -0.051 -0.035 0.027 0.00
C -2.004 5.021 0.806 0.063 -0.121 -0.053 0.00
C -4.657 5.281 3.499 -0.213 0.044 0.132 0.00
F -5.768 5.596 2.826 -0.003 0.013 -0.192 0.00
F -5.005 4.405 4.451 0.079 -0.159 0.026 0.00
F -4.223 6.384 4.106 0.183 0.127 -0.040 0.00
C 1.170 3.656 0.257 0.055 -0.169 -0.094 -0.02
C 1.339 4.628 1.234 -0.109 -0.050 -0.201 0.00
C 2.616 5.047 1.572 0.227 -0.097 -0.123 0.00
C 3.719 4.489 0.938 0.015 0.031 0.056 0.00
C 3.563 3.527 -0.053 -0.020 0.184 0.004 0.01
C 2.288 3.112 -0.383 -0.131 0.247 -0.100 0.01
C 5.101 4.913 1.382 0.087 -0.185 0.079 0.00
F 6.045 4.073 0.937 0.043 -0.095 -0.243 0.00
F 5.414 6.136 0.975 -0.071 0.157 -0.074 0.00
F 5.181 4.890 2.723 -0.115 0.088 0.244 0.00
H 0.558 5.560 -4.270 0.073 0.048 -0.042 0.00
H 1.091 4.689 -2.041 0.057 0.013 0.020 0.00
H -2.692 2.670 -1.934 -0.162 -0.027 0.052 0.00
H -3.208 3.540 -4.192 -0.079 -0.006 -0.039 0.00
H -2.150 1.777 1.751 0.008 0.078 0.096 0.00
H -3.854 2.701 3.299 -0.027 0.017 0.033 0.00
H -3.187 6.590 1.651 -0.024 0.143 -0.010 0.00
H -1.515 5.667 0.091 0.050 0.103 -0.048 0.00
H 0.482 5.061 1.727 -0.044 0.029 0.108 0.00
H 2.755 5.796 2.336 0.026 0.082 0.082 0.00
H 4.428 3.109 -0.547 0.049 -0.005 -0.022 0.00
H 2.142 2.372 -1.166 0.122 0.042 0.084 0.02
```
Positions in Å, forces in eV/Å.

As for the spin multiplicity: 2. The calculated total energy comes out at -4974.71573 Eh. The calculation puts the energy above the lowest of the compared OMol25 structures with the same formula, charge and spin at 57.8 kcal per mole. The LUMO energy (spin up / spin down) is -9.659 / -9.194 eV. The HOMO energy (spin up / spin down) is -13.91 / -14.19 eV. Its expectation value of S² is 0.93. For the orbital gap (spin up / spin down), the calculation gives 4.26 / 5.00 eV. The total charge is +3.


[2]
# C59H46CuN3O5P3S

A structure of composition C59H46CuN3O5P3S (wB97M-V/def2-TZVPD, the OMol25 dataset).

The geometry in XYZ format:
```
118
Properties=species:S:1:pos:R:3:forces:R:3:mulliken_spin:R:1
Cu 1.094 -0.743 -0.013 -0.151 -0.010 -0.343 0.73
O 0.034 1.133 1.072 0.147 0.080 -0.051 -0.01
P -1.223 1.935 1.046 0.078 -0.156 0.122 0.00
C -1.546 2.829 -0.514 -0.058 0.023 -0.012 0.00
P -0.153 2.440 -1.634 -0.422 -0.105 0.174 0.00
O -0.178 0.952 -1.735 0.143 0.110 0.029 -0.02
C 1.156 3.391 -0.811 0.033 -0.049 -0.038 0.00
C 2.220 2.787 -0.154 0.008 0.074 0.079 0.00
C 3.122 3.548 0.567 0.027 0.066 0.024 0.00
C 2.977 4.928 0.636 0.037 -0.074 0.024 0.00
C 1.920 5.539 -0.017 -0.046 0.027 -0.017 0.00
C 1.011 4.771 -0.732 -0.005 0.130 -0.049 0.00
C -0.594 3.200 -3.210 0.008 0.042 -0.011 0.00
C -0.345 2.468 -4.368 0.000 0.026 -0.038 0.00
C -0.744 2.954 -5.602 0.004 -0.023 -0.018 0.00
C -1.397 4.175 -5.693 0.006 0.003 -0.009 0.00
C -1.660 4.903 -4.543 -0.014 0.038 0.030 0.00
C -1.267 4.415 -3.306 -0.087 0.061 0.007 0.00
C -2.664 0.925 1.419 -0.140 0.125 0.084 0.00
C -3.581 0.495 0.466 0.038 -0.050 -0.087 0.00
C -4.615 -0.357 0.829 -0.030 -0.011 -0.009 0.00
C -4.738 -0.780 2.143 0.008 0.025 0.028 0.00
C -3.817 -0.365 3.097 -0.051 -0.011 -0.002 0.00
C -2.783 0.478 2.735 -0.034 0.058 0.028 0.00
C -1.150 3.232 2.296 -0.012 -0.034 0.003 0.00
C 0.096 3.539 2.829 0.001 0.050 0.018 0.00
C 0.219 4.576 3.743 0.034 -0.012 -0.005 0.00
C -0.899 5.300 4.129 0.003 0.006 0.007 0.00
C -2.147 4.989 3.603 -0.008 0.007 -0.003 0.00
C -2.273 3.958 2.687 -0.054 0.014 -0.001 0.00
H -1.650 3.888 -0.281 0.000 0.030 -0.047 0.00
H -2.457 2.477 -0.999 0.005 -0.005 0.020 0.00
H 2.340 1.722 -0.193 -0.012 -0.190 -0.042 0.00
H 3.942 3.056 1.074 0.008 0.009 0.004 0.00
H 3.686 5.523 1.196 0.011 0.007 0.003 0.00
H 1.797 6.614 0.024 0.006 0.014 0.009 0.00
H 0.194 5.273 -1.238 0.045 -0.013 0.025 0.00
H 0.167 1.521 -4.297 0.031 -0.034 0.027 0.00
H -0.541 2.373 -6.492 -0.001 0.010 -0.018 0.00
H -1.706 4.557 -6.657 -0.007 0.003 -0.023 0.00
H -2.182 5.849 -4.603 -0.007 0.014 -0.020 0.00
H -1.516 4.987 -2.421 0.007 -0.029 -0.010 0.00
H -3.485 0.782 -0.574 -0.001 0.009 0.021 0.00
H -5.319 -0.694 0.079 0.014 0.018 0.014 0.00
H -5.548 -1.440 2.425 -0.018 -0.016 0.009 0.00
H -3.898 -0.711 4.118 -0.005 -0.008 0.019 0.00
H -2.055 0.784 3.478 0.013 0.024 0.005 0.00
H 0.960 2.967 2.518 0.028 -0.033 -0.030 0.00
H 1.192 4.817 4.150 0.007 0.012 0.015 0.00
H -0.801 6.106 4.843 -0.001 0.015 0.013 0.00
H -3.021 5.549 3.910 -0.011 0.006 0.006 0.00
H -3.250 3.714 2.286 -0.004 -0.026 -0.025 0.00
N 2.935 -4.519 9.316 0.013 -0.026 0.061 0.00
C 2.738 -4.098 8.266 -0.009 0.006 -0.035 0.00
C 2.488 -3.569 6.953 0.006 -0.022 0.071 0.00
C 2.413 -4.430 5.861 0.004 0.029 -0.050 0.00
C 2.166 -3.914 4.601 -0.016 0.009 0.016 0.00
C 2.002 -2.544 4.422 -0.004 0.021 -0.029 0.00
C 2.082 -1.690 5.517 0.008 -0.034 0.043 0.00
C 2.321 -2.197 6.783 -0.003 0.022 -0.057 0.00
C 1.736 -1.988 3.065 -0.069 -0.072 0.099 -0.01
C 2.768 -1.292 2.461 -0.020 0.042 -0.098 0.01
C 4.088 -1.118 2.965 0.046 0.015 0.016 0.00
C 4.798 -0.454 1.999 -0.028 -0.020 0.057 0.01
C 3.900 -0.245 0.926 0.031 0.055 -0.057 -0.01
N 2.697 -0.726 1.191 -0.045 -0.054 0.122 0.06
C 0.460 -2.218 2.538 0.100 0.074 -0.086 0.01
C -0.614 -2.886 3.174 -0.101 -0.023 0.027 0.00
C -1.699 -2.798 2.326 0.085 -0.070 0.100 0.01
C -1.254 -2.073 1.208 -0.050 0.053 -0.101 0.00
N 0.025 -1.739 1.315 0.123 -0.022 -0.071 0.11
H 2.546 -5.493 6.003 0.005 -0.011 0.016 0.00
H 2.101 -4.573 3.746 0.000 -0.009 -0.020 0.00
H 1.953 -0.626 5.373 -0.005 0.022 -0.018 0.00
H 2.380 -1.538 7.638 0.001 -0.002 0.013 0.00
H 4.445 -1.465 3.920 0.018 -0.027 0.050 0.00
H 5.834 -0.161 2.024 0.046 0.016 -0.007 0.00
H 4.115 0.215 -0.024 -0.009 0.017 -0.053 0.00
H -0.577 -3.352 4.144 0.001 -0.024 0.037 0.00
H -2.694 -3.177 2.484 -0.030 -0.020 -0.002 0.00
H -1.842 -1.746 0.366 0.027 -0.029 -0.022 -0.01
O 4.057 0.286 -3.159 0.042 -0.036 -0.068 0.01
S 2.675 0.402 -2.785 -0.275 -0.199 0.142 0.01
O 2.131 1.744 -2.834 0.318 0.140 -0.230 0.00
O 2.407 -0.291 -1.501 0.103 0.025 0.264 0.02
C 1.731 -0.536 -3.970 0.128 -0.039 -0.047 0.00
C 2.143 -0.362 -5.290 -0.039 -0.021 -0.087 0.00
C 1.489 -1.000 -6.328 0.034 0.029 0.054 0.00
C 0.417 -1.834 -6.045 0.035 0.028 0.030 0.00
C 0.017 -2.008 -4.734 -0.063 -0.001 -0.038 0.00
C 0.652 -1.364 -3.667 -0.204 -0.045 0.005 0.02
P -0.028 -1.759 -1.986 0.279 0.153 0.047 0.03
C 0.340 -3.543 -1.900 -0.062 -0.065 0.038 0.01
C 1.474 -3.889 -1.169 0.073 -0.092 0.031 0.00
C 1.881 -5.212 -1.076 0.001 0.000 0.002 0.00
C 1.149 -6.208 -1.703 0.008 -0.005 0.006 0.00
C 0.013 -5.876 -2.429 0.003 0.011 0.010 0.00
C -0.387 -4.553 -2.528 0.028 -0.038 -0.057 0.00
C -1.826 -1.659 -2.297 0.031 0.041 -0.034 0.02
C -2.713 -2.584 -1.752 -0.041 -0.081 0.013 0.00
C -4.081 -2.454 -1.946 0.000 0.006 -0.033 0.00
C -4.581 -1.394 -2.686 -0.015 -0.027 -0.009 0.01
C -3.705 -0.463 -3.228 0.000 0.013 -0.011 0.00
C -2.339 -0.592 -3.035 -0.033 -0.002 0.041 0.00
H 2.995 0.274 -5.485 0.025 0.019 0.017 0.00
H 1.822 -0.857 -7.347 0.006 0.004 -0.011 0.00
H -0.103 -2.352 -6.840 -0.015 -0.003 -0.005 0.00
H -0.826 -2.657 -4.537 -0.016 -0.004 0.020 0.00
H 2.060 -3.125 -0.671 -0.023 0.045 -0.004 0.00
H 2.769 -5.458 -0.509 0.008 -0.016 0.004 0.00
H 1.460 -7.241 -1.624 0.003 -0.014 -0.006 0.00
H -0.564 -6.648 -2.920 -0.006 -0.017 -0.003 0.00
H -1.277 -4.315 -3.096 0.011 -0.002 -0.011 0.00
H -2.341 -3.421 -1.174 -0.007 0.032 0.010 0.00
H -4.751 -3.188 -1.517 -0.027 -0.009 0.003 0.00
H -5.647 -1.296 -2.846 -0.026 0.004 -0.001 0.00
H -4.082 0.369 -3.810 -0.021 0.013 -0.014 0.00
H -1.669 0.147 -3.448 0.044 -0.009 -0.031 0.00
```
Positions in Å, forces in eV/Å.

As for the spin multiplicity: 2. The calculated total energy comes out at -5879.24469 Eh. The calculation puts the energy above the lowest of the compared OMol25 structures with the same formula, charge and spin at 0.0 kcal per mole. The LUMO energy (spin up / spin down) is -0.579 / -0.567 eV. The HOMO energy (spin up / spin down) is -7.42 / -7.43 eV. Its expectation value of S² is 0.75. For the orbital gap (spin up / spin down), the calculation gives 6.84 / 6.86 eV.